(1)
Density functional theory data (the ωB97M-V functional and the def2-TZVPD basis) for 2 unconnected molecules or ions with the total composition C4H12.

Geometry as ORCA input:
```
! wB97M-V def2-TZVPD RIJCOSX def2/J DEFGRID3
* xyz 1 2
C -0.67194 1.05220 1.26782
C -1.79429 0.12419 1.41796
H -0.70888 2.02241 1.83558
H 0.32908 0.63289 1.36911
H -0.68932 1.68194 0.31120
H -1.63114 -0.87694 0.99101
H -2.75884 0.48603 1.08573
H -1.91924 -0.16980 2.48824
C 0.73452 -0.41458 -0.83029
C 1.74862 -0.80163 -1.90519
H 0.18600 0.44873 -1.27320
H -0.08715 -1.04498 -0.43960
H 1.31239 -0.25258 0.08231
H 1.88714 -1.88246 -1.73308
H 2.71461 -0.33677 -1.76696
H 1.34843 -0.66868 -2.90065
*
```

Properties
Expectation value of S²: 0.754
LUMO level (spin up / spin down): -3.027 / -10.579 eV

Atom charges from the Mulliken analysis, given in e for atoms 1 to 6:
1 C -0.554
2 C -0.730
3 H 0.346
4 H 0.278
5 H 0.242
6 H 0.300

---

(2)
Density functional theory data (the ωB97M-V functional and the def2-TZVPD basis) for 2 unconnected molecules or ions with the total composition C4H12.

Geometry as ORCA input:
```
! wB97M-V def2-TZVPD RIJCOSX def2/J DEFGRID3
* xyz 1 2
C 0.01607 2.22885 -0.87837
C 1.00155 1.68446 0.11712
H -0.02196 3.31487 -0.71339
H 0.28788 2.06190 -1.91777
H -0.99481 1.82115 -0.76607
H 1.89761 2.33529 0.26150
H 1.35101 0.67680 -0.17143
H 0.69815 1.73745 1.17294
C -0.84888 -1.27795 0.49105
C -0.15336 -2.59643 0.23637
H -1.75389 -1.37831 -0.14730
H -0.99069 -1.35918 1.56824
H -0.47344 -0.28314 0.16939
H 0.63882 -2.78746 0.96604
H 0.25896 -2.77882 -0.76300
H -0.91303 -3.39949 0.37467
*
```

Properties
Expectation value of S²: 0.753
LUMO level (spin up / spin down): -2.968 / -11.461 eV

Atom charges from the Mulliken analysis, given in e for atoms 1 to 6:
1 C -0.755
2 C -0.875
3 H 0.328
4 H 0.282
5 H 0.327
6 H 0.360

---

expectation value of S² of number 1 (C4H12)?
0.754

---

What did the first record say?
Density functional theory data (the ωB97M-V functional and the def2-TZVPD basis) for 2 unconnected molecules or ions with the total composition C4H12.

Geometry as ORCA input:
```
! wB97M-V def2-TZVPD RIJCOSX def2/J DEFGRID3
* xyz 1 2
C -0.67194 1.05220 1.26782
C -1.79429 0.12419 1.41796
H -0.70888 2.02241 1.83558
H 0.32908 0.63289 1.36911
H -0.68932 1.68194 0.31120
H -1.63114 -0.87694 0.99101
H -2.75884 0.48603 1.08573
H -1.91924 -0.16980 2.48824
C 0.73452 -0.41458 -0.83029
C 1.74862 -0.80163 -1.90519
H 0.18600 0.44873 -1.27320
H -0.08715 -1.04498 -0.43960
H 1.31239 -0.25258 0.08231
H 1.88714 -1.88246 -1.73308
H 2.71461 -0.33677 -1.76696
H 1.34843 -0.66868 -2.90065
*
```

Properties
Expectation value of S²: 0.754
LUMO level (spin up / spin down): -3.027 / -10.579 eV

Atom charges from the Mulliken analysis, given in e for atoms 1 to 6:
1 C -0.554
2 C -0.730
3 H 0.346
4 H 0.278
5 H 0.242
6 H 0.300

---

Among the records above, which one has the highest expectation value of S²?
number 1